Record 1
Molecular formula: C8H13PSi2
Method: DFT, ωB97M-V/def2-TZVPD

F_max	4.3	eV/Å
electronic energy	-1232.82420	a.u.
multiplicity	1
M	196.34	g/mol
frontier orbital gap (spin up / spin down)	6.507 / 6.416	eV
HOMO level (spin up / spin down)	-7.281 / -7.319	eV

Atoms and positions in Å:
C: -0.96 2.20 -1.70
C: -0.25 1.46 -2.56
C: -1.07 1.82 -0.38
C: 0.48 0.39 -2.12
C: -0.34 0.75 0.08
C: 0.37 -0.07 -0.83
C: -0.32 0.33 1.48
C: 0.83 -0.62 1.71
Si: 2.46 0.15 2.23
Si: -1.56 -2.91 -0.71
P: 1.27 -1.41 -0.01
H: -1.51 3.02 -2.11
H: -0.38 1.74 -3.60
H: -1.72 2.39 0.38
H: 0.95 -0.33 -2.85
H: -0.35 1.27 2.21
H: -1.31 -0.10 1.62
H: 0.55 -1.35 2.36
H: 2.46 0.73 3.56
H: 2.62 1.09 1.13
H: 3.31 -0.98 2.18
H: -2.54 -2.43 0.15
H: -1.96 -2.87 -2.07
H: -1.03 -4.28 -0.14

Record 2
Molecular formula: C8H14
Method: DFT, ωB97M-V/def2-TZVPD

F_max	4.1	eV/Å
electronic energy	-313.12308	a.u.
multiplicity	1
M	110.20	g/mol
frontier orbital gap	9.524	eV
HOMO level	-8.482	eV

Atoms and positions in Å:
C: -2.11 -2.50 0.79
C: -0.88 -2.03 0.58
C: -0.59 -1.19 -0.63
C: -0.24 0.10 -0.64
C: 0.00 0.80 -1.95
C: -0.11 0.85 0.60
C: 1.01 1.90 0.67
C: 2.45 1.40 0.51
H: -3.05 -2.57 0.24
H: -2.33 -2.96 1.74
H: -0.02 -2.24 1.26
H: -1.12 -1.62 -1.48
H: -0.83 0.58 -2.65
H: 1.01 0.61 -2.27
H: -0.10 1.91 -1.96
H: -1.07 1.38 0.87
H: -0.04 0.41 1.59
H: 0.98 2.63 1.49
H: 0.85 2.77 -0.02
H: 2.59 0.70 1.35
H: 2.53 0.68 -0.29
H: 3.22 2.14 0.49

Record 3
Molecular formula: C8H14
Method: DFT, ωB97M-V/def2-TZVPD

F_max	1.5	eV/Å
electronic energy	-313.15109	a.u.
multiplicity	1
M	110.20	g/mol
frontier orbital gap	10.143	eV
HOMO level	-9.052	eV

Atoms and positions in Å:
C: 1.36 -1.39 -2.23
C: 0.32 -1.73 -1.48
C: 0.36 -1.84 0.03
C: 0.30 -0.54 0.84
C: 0.19 -0.62 2.17
C: 0.53 0.80 0.16
C: -0.42 1.91 0.64
C: -1.77 1.89 -0.10
H: 1.36 -1.44 -3.31
H: 2.27 -0.97 -1.81
H: -0.47 -2.28 -1.96
H: -0.48 -2.45 0.36
H: 1.25 -2.40 0.32
H: 0.32 0.32 2.70
H: 0.01 -1.51 2.76
H: 0.32 0.71 -0.90
H: 1.56 1.06 0.38
H: 0.03 2.89 0.50
H: -0.60 1.84 1.71
H: -1.96 2.83 -0.63
H: -1.89 1.06 -0.79
H: -2.59 1.84 0.61

Record 4
Molecular formula: C8H14
Method: DFT, ωB97M-V/def2-TZVPD

F_max	1.9	eV/Å
electronic energy	-312.74490	a.u.
multiplicity	2
charge	+1
M	110.20	g/mol
frontier orbital gap (spin up / spin down)	7.956 / 6.774	eV
HOMO level (spin up / spin down)	-14.290 / -14.245	eV

Atoms and positions in Å:
C: 2.27 2.34 0.65
C: 1.79 0.93 0.30
C: 0.50 0.57 1.06
C: -0.15 -0.68 0.57
C: -1.58 0.44 -1.13
C: -1.21 -0.64 -0.36
C: -1.65 -2.00 -0.84
C: -2.81 -2.57 -0.65
H: 2.38 2.48 1.72
H: 3.25 2.53 0.23
H: 1.50 3.08 0.43
H: 1.68 0.90 -0.77
H: 2.56 0.24 0.66
H: 0.72 0.56 2.12
H: -0.27 1.33 0.93
H: 0.20 -1.66 0.89
H: 1.40 -1.30 -0.36
H: -1.18 1.44 -1.03
H: -2.08 0.20 -2.06
H: -0.79 -2.55 -1.22
H: -2.90 -3.60 -0.96
H: -3.62 -2.04 -0.19

Record 5
Molecular formula: C8H14BIrN8S
Method: DFT, ωB97M-V/def2-TZVPD

F_max	5.6	eV/Å
electronic energy	-1277.30931	a.u.
multiplicity	6
charge	+3
M	457.35	g/mol
frontier orbital gap (spin up / spin down)	6.835 / 5.125	eV
HOMO level (spin up / spin down)	-16.987 / -19.599	eV

Atoms and positions in Å:
Ir: 0.04 1.02 0.35
B: -1.64 -1.94 -0.46
N: -0.62 -1.93 0.66
C: -0.41 -2.87 1.59
C: 0.92 -2.79 2.08
C: 1.48 -1.75 1.36
N: 0.52 -1.22 0.54
N: -2.26 -0.57 -0.84
C: -3.09 -0.32 -1.91
C: -3.19 1.05 -2.10
C: -2.47 1.60 -1.07
N: -1.81 0.66 -0.37
H: -2.45 -2.85 -0.33
H: -0.91 -2.21 -1.41
H: -1.18 -3.57 1.94
H: 1.35 -3.20 3.01
H: 2.50 -1.47 1.38
H: -3.56 -1.14 -2.35
H: -3.87 1.57 -2.75
H: -2.39 2.68 -0.77
N: 1.95 1.53 1.00
N: 2.83 1.12 0.00
C: 2.48 1.35 -1.30
N: 3.35 1.44 -2.35
S: 0.99 1.95 -1.73
H: 2.06 2.55 1.18
H: 2.21 0.94 1.84
H: 3.84 1.19 0.16
H: 4.29 1.08 -2.31
H: 2.90 1.63 -3.26
N: -1.17 1.79 3.00
C: -0.56 1.35 2.09
H: -2.13 1.35 3.11

Record 6
Molecular formula: C8H14BNO2S
Method: DFT, ωB97M-V/def2-TZVPD

F_max	4.6	eV/Å
electronic energy	-941.50574	a.u.
multiplicity	1
M	199.08	g/mol
frontier orbital gap	8.566	eV
HOMO level	-8.757	eV

Atoms and positions in Å:
H: 2.46 3.53 -1.67
N: 1.93 3.42 -0.79
C: 2.22 2.40 -0.16
C: 1.45 1.91 1.06
C: 2.18 1.28 2.29
S: 1.54 1.46 3.74
B: 0.56 0.80 0.38
O: -0.78 1.13 0.06
C: -1.75 0.24 -0.37
C: -1.20 -1.25 -0.45
C: -1.93 -2.08 -1.53
C: -1.34 -1.95 0.93
C: 0.32 -1.18 -0.87
O: 1.08 -0.44 -0.04
H: 3.17 1.81 -0.43
H: 0.95 2.84 1.44
H: 3.07 0.78 1.98
H: -2.16 0.54 -1.40
H: -2.60 0.41 0.31
H: -1.14 -2.91 -1.56
H: -1.99 -1.54 -2.47
H: -2.91 -2.31 -1.28
H: -1.25 -2.98 0.77
H: -2.31 -1.50 1.47
H: -0.54 -1.54 1.52
H: 0.67 -2.21 -1.02
H: 0.28 -0.66 -1.92

Record 7
Molecular formula: C8H14Br6Cl6
Method: DFT, ωB97M-V/def2-TZVPD

F_max	1.9	eV/Å
electronic energy	-18518.44112	a.u.
multiplicity	1
M	802.34	g/mol
frontier orbital gap	10.416	eV
HOMO level	-10.290	eV

Atoms and positions in Å:
Cl: -15.78 7.88 16.70
C: -14.33 7.38 15.79
Cl: -13.01 8.52 16.01
Cl: -14.78 7.01 14.12
H: -14.04 6.43 16.21
Cl: -14.86 2.84 15.34
C: -13.60 3.15 16.50
Cl: -13.99 4.56 17.57
Cl: -11.99 3.38 15.80
H: -13.54 2.28 17.14
Br: -10.07 2.94 18.83
C: -9.37 4.28 17.58
C: -10.04 5.57 17.82
Br: -9.57 6.87 16.44
H: -9.54 3.90 16.57
H: -8.28 4.35 17.56
H: -9.83 6.05 18.77
H: -11.13 5.57 17.81
Br: -19.28 3.53 14.36
C: -18.31 4.70 15.66
C: -18.08 3.97 16.94
Br: -17.37 5.25 18.27
H: -18.94 5.57 15.81
H: -17.39 4.96 15.16
H: -17.35 3.17 16.90
H: -19.00 3.56 17.37
Br: -8.63 1.03 11.79
C: -10.36 1.94 11.86
C: -10.09 3.35 12.34
Br: -11.52 4.57 11.57
H: -10.92 1.39 12.61
H: -10.83 1.84 10.90
H: -9.19 3.84 12.03
H: -10.24 3.46 13.41

Record 8
Molecular formula: C8H14BrO6P
Method: DFT, ωB97M-V/def2-TZVPD

F_max	5.7	eV/Å
electronic energy	-3680.02477	a.u.
multiplicity	1
M	317.07	g/mol
frontier orbital gap	9.707	eV
HOMO level	-9.331	eV

Atoms and positions in Å:
O: 2.18 3.08 0.86
C: 1.97 2.04 0.45
C: 0.83 1.61 -0.50
C: 0.94 0.11 -0.40
C: 0.25 -0.65 -1.52
O: -1.14 -0.59 -1.38
C: -1.65 -1.63 -0.58
O: -2.92 -1.39 -0.06
C: -3.40 -0.07 -0.09
C: -2.90 0.84 1.04
O: -1.68 0.38 1.61
C: 2.46 0.02 -0.37
P: 3.11 -1.63 0.20
O: 3.08 -1.39 1.80
Br: 5.28 -1.48 -0.40
O: 2.73 0.96 0.73
H: 1.12 1.97 -1.48
H: -0.07 2.07 -0.11
H: 0.62 -0.34 0.53
H: 0.50 -0.15 -2.45
H: 0.63 -1.67 -1.61
H: -0.96 -1.82 0.25
H: -1.68 -2.56 -1.16
H: -4.47 -0.14 0.05
H: -3.30 0.42 -1.05
H: -3.65 0.83 1.82
H: -2.82 1.87 0.72
H: -1.25 1.10 2.07
H: 2.98 0.44 -1.22
H: 3.20 -2.24 2.25